{"formula": "C62H44KN5P", "method": "wB97M-V/def2-TZVPD", "elements": ["K", "C", "C", "C", "C", "C", "C", "C", "C", "C", "C", "C", "C", "C", "C", "C", "C", "C", "C", "C", "N", "C", "C", "C", "C", "C", "C", "C", "C", "C", "C", "C", "C", "N", "C", "C", "C", "C", "C", "N", "C", "C", "C", "C", "C", "C", "C", "C", "N", "H", "H", "H", "H", "H", "H", "H", "H", "H", "H", "H", "H", "H", "H", "H", "H", "H", "H", "H", "H", "H", "H", "H", "H", "H", "H", "H", "H", "N", "C", "C", "C", "C", "C", "C", "P", "C", "C", "C", "C", "C", "C", "C", "C", "C", "C", "C", "C", "H", "H", "H", "H", "H", "H", "H", "H", "H", "H", "H", "H", "H", "H", "H", "H"], "xyz": [[-0.15815, 0.68686, -0.29913], [-6.33201, -0.90128, 4.34693], [-5.61675, -1.71551, 3.48073], [-4.47020, -1.23628, 2.86163], [-4.01705, 0.06141, 3.09573], [-4.74320, 0.86692, 3.97247], [-5.89003, 0.39264, 4.59140], [-2.79129, 0.56218, 2.40958], [-1.57081, -0.06127, 2.75013], [-1.42669, -1.05062, 3.81272], [-0.11340, -1.36426, 3.87014], [0.55322, -0.56019, 2.84899], [1.94565, -0.56307, 2.62186], [2.77606, -1.46489, 3.47288], [3.51889, -2.48804, 2.88371], [4.30128, -3.33890, 3.65110], [4.36009, -3.17722, 5.02860], [3.63471, -2.15588, 5.62758], [2.85299, -1.30811, 4.85610], [2.65882, 0.22615, 1.69537], [2.11054, 0.98960, 0.72872], [3.10741, 1.66763, 0.12097], [2.93887, 2.64352, -0.88671], [4.16892, 3.08552, -1.59739], [4.54706, 4.42817, -1.63055], [5.69645, 4.83087, -2.29482], [6.49590, 3.89638, -2.93875], [6.13734, 2.55566, -2.90908], [4.98703, 2.15748, -2.24423], [1.71755, 3.24463, -1.25952], [1.53851, 4.13520, -2.40376], [0.22699, 4.46428, -2.43566], [-0.40267, 3.76659, -1.31948], [0.53167, 3.06529, -0.63705], [-1.78621, 3.80593, -1.04328], [-2.49642, 3.06413, -0.07921], [-3.92229, 3.19318, 0.19336], [-4.21381, 2.28430, 1.15482], [-2.96005, 1.60768, 1.47614], [-1.97080, 2.10505, 0.71238], [-2.59936, 4.73270, -1.89161], [-3.24493, 4.27122, -3.03438], [-3.99639, 5.13117, -3.82477], [-4.11486, 6.46937, -3.47842], [-3.47720, 6.94122, -2.33852], [-2.72543, 6.07845, -1.55432], [4.38561, 1.29674, 0.71960], [4.10645, 0.40514, 1.69700], [-0.36217, 0.18824, 2.19262], [-7.22708, -1.27235, 4.83076], [-5.95208, -2.72666, 3.28416], [-3.91054, -1.87479, 2.18699], [-4.39059, 1.87278, 4.16490], [-6.43859, 1.03256, 5.27182], [-2.21744, -1.43318, 4.43907], [0.35510, -2.06410, 4.54377], [3.47265, -2.61013, 1.80818], [4.86571, -4.12896, 3.16995], [4.97148, -3.83815, 5.63068], [3.68348, -2.01590, 6.70063], [2.29385, -0.50567, 5.32128], [3.93003, 5.15598, -1.11873], [5.97307, 5.87810, -2.30356], [7.39362, 4.21047, -3.45684], [6.75350, 1.81730, -3.40764], [4.70630, 1.11114, -2.22056], [2.30438, 4.44620, -3.09695], [-0.27358, 5.09968, -3.15044], [-4.59945, 3.88555, -0.28383], [-5.17787, 2.09681, 1.60168], [-3.15247, 3.22543, -3.30222], [-4.49017, 4.75498, -4.71245], [-4.70094, 7.14111, -4.09351], [-3.56531, 7.98467, -2.06148], [-2.22183, 6.43906, -0.66569], [5.34955, 1.70658, 0.46063], [4.80203, -0.05243, 2.38351], [-2.59653, -1.33001, -0.73610], [-2.68811, -2.71803, -0.83628], [-3.94153, -3.32101, -0.96072], [-4.05440, -4.69048, -1.12033], [-2.91942, -5.48904, -1.15405], [-1.67264, -4.89280, -1.03717], [-1.53013, -3.51676, -0.88938], [0.08743, -2.67777, -0.69530], [1.24319, -4.08794, -0.59336], [1.84760, -4.69487, -1.68998], [2.71904, -5.75993, -1.50687], [2.98868, -6.22857, -0.22827], [2.39427, -5.62486, 0.87195], [1.53301, -4.55387, 0.68940], [0.37520, -2.02039, -2.38726], [1.34537, -1.02496, -2.51974], [1.56481, -0.40646, -3.74303], [0.82009, -0.78457, -4.85098], [-0.14178, -1.77841, -4.73103], [-0.36679, -2.39050, -3.50638], [-3.46503, -0.87469, -0.48985], [-1.86309, -1.00793, -0.11477], [-4.82841, -2.69880, -0.92007], [-5.03673, -5.13832, -1.20802], [-3.00215, -6.56166, -1.26862], [-0.78531, -5.51387, -1.06361], [1.64026, -4.32857, -2.68830], [3.19076, -6.22527, -2.36345], [3.67123, -7.05802, -0.09065], [2.61548, -5.97315, 1.87297], [1.09078, -4.05682, 1.54672], [1.92107, -0.69713, -1.65709], [2.30071, 0.38443, -3.81968], [0.97772, -0.29395, -5.80313], [-0.73127, -2.06933, -5.59179], [-1.13601, -3.14781, -3.41247]], "orbital_gap_ev": 5.46, "e_lumo_ha": 0.0744, "total_charge": -1, "fmax_ev_per_a": 0.67}

{"formula": "C7H13N4", "method": "wB97M-V/def2-TZVPD", "elements": ["N", "C", "C", "C", "C", "C", "C", "N", "C", "N", "N", "H", "H", "H", "H", "H", "H", "H", "H", "H", "H", "H", "H", "H"], "xyz": [[-0.49339, -2.03691, 1.09751], [-0.27501, -0.90779, 0.20522], [-1.89151, 0.06514, 0.26877], [-1.67103, 1.52309, 0.57266], [-2.11645, 1.03952, -0.79120], [0.07920, -1.19499, -1.19327], [1.11087, -0.60388, -1.78169], [1.81459, 0.38296, -1.09775], [1.73376, 0.42936, 0.25742], [2.67824, 1.02382, 0.94543], [0.72256, -0.10259, 0.92874], [-0.84178, -2.79623, 0.57719], [-1.15729, -1.87559, 1.84949], [-2.73085, -0.45640, 0.63895], [-0.81642, 2.04588, 0.80314], [-2.46017, 2.09214, 0.95673], [-3.07013, 1.16503, -1.16744], [-1.36818, 1.08877, -1.58702], [-0.54188, -1.96392, -1.48323], [1.42376, -0.86029, -2.72553], [2.70017, 0.49174, -1.54168], [3.56280, 1.27440, 0.51145], [2.72840, 0.68235, 1.91281], [0.87972, -0.50561, 1.84328]], "relative_energy_kcal_mol": 67.88, "orbital_gap_ev": 9.28, "e_lumo_ha": -0.1173, "smiles": "N[C@]1(C2CC2)C=CNC(=[NH2+])N1", "total_charge": 1, "fmax_ev_per_a": 5.19}